The following is a quantum chemistry calculation of an isolated molecule of C3H2O5 at a distorted geometry, from OMol25.

```
! wB97M-V def2-TZVPD RIJCOSX def2/J DEFGRID3
* xyz 0 1
C 0.72 0.02 0.46
C 0.08 1.04 -1.45
C -0.49 -0.20 0.29
H 1.26 -1.29 1.88
H -2.17 -0.75 0.62
O 1.53 -0.42 1.42
O 1.16 0.83 -0.61
O 0.01 1.93 -2.29
O -0.90 0.24 -1.00
O -1.20 -1.40 0.68
*
```

The value obtained for the LUMO energy is -0.102 eV. Its energy above the lowest of the compared OMol25 structures with the same formula, charge and spin is 69.5 kcal per mole. The calculation puts the largest force on an atom at 8.368 eV/A.

---

The following is a quantum chemistry calculation of a cluster of 2 separate species, C3H5NO2 in total at a distorted geometry, from OMol25.

```
! wB97M-V def2-TZVPD RIJCOSX def2/J DEFGRID3
* xyz 0 1
C -2.67 -0.51 0.17
C 0.28 -0.06 -0.19
C 1.73 0.08 0.07
N -0.65 0.79 -0.10
O -3.52 0.24 0.28
O -0.10 -1.38 -0.56
H 2.42 -0.83 0.06
H 1.76 0.52 1.13
H 2.25 0.90 -0.62
H -0.46 1.64 0.46
H -1.05 -1.40 -0.69
*
```

The value obtained for the LUMO energy is 0.911 eV. Its energy above the lowest of the compared OMol25 structures with the same formula, charge and spin is 37.8 kcal per mole. The calculation puts the largest force on an atom at 3.108 eV/A.

---

The following is a quantum chemistry calculation of a structure of composition C34H34AsClI2PSbSe4TeTi at a distorted geometry, from OMol25.

```
! wB97M-V def2-TZVPD RIJCOSX def2/J DEFGRID3
* xyz -2 3
Ti -0.09 -0.11 -0.01
Cl 2.22 -1.03 0.61
C 3.38 0.29 0.85
C 4.65 -0.10 1.27
C 5.60 0.88 1.50
C 5.29 2.22 1.31
C 4.02 2.57 0.89
C 3.03 1.61 0.64
P 1.33 2.05 0.07
C 0.79 3.18 1.41
C -0.45 3.80 1.23
C -1.01 4.56 2.25
C -0.36 4.68 3.46
C 0.86 4.05 3.66
C 1.43 3.30 2.63
C 1.57 3.12 -1.39
C 0.40 3.44 -2.07
C 0.44 4.23 -3.22
C 1.66 4.65 -3.72
C 2.84 4.29 -3.07
C 2.80 3.53 -1.91
H 4.86 -1.14 1.43
H 6.59 0.59 1.83
H 6.02 2.98 1.50
H 3.76 3.62 0.79
H -1.03 3.69 0.32
H -1.97 5.02 2.06
H -0.81 5.24 4.27
H 1.37 4.11 4.61
H 2.37 2.79 2.83
H -0.57 3.07 -1.75
H -0.49 4.46 -3.71
H 1.70 5.25 -4.62
H 3.80 4.60 -3.47
H 3.72 3.25 -1.43
I -1.83 -2.29 -0.42
C -1.09 -4.37 0.07
I 0.39 -4.26 1.58
H -0.64 -4.82 -0.81
H -1.92 -4.95 0.45
Te -1.03 0.14 2.69
C 0.52 0.36 4.15
C 1.79 -0.23 4.05
C 2.76 -0.02 5.03
C 2.49 0.77 6.14
C 1.23 1.34 6.26
C 0.27 1.14 5.28
H 2.02 -0.86 3.21
H 3.73 -0.49 4.92
H 3.24 0.93 6.90
H 0.99 1.96 7.12
H -0.70 1.62 5.38
Se -5.99 1.49 -1.80
Sb -3.82 2.50 -2.20
Se -2.17 0.62 -1.07
Se -2.83 2.37 -4.43
Se -3.29 4.55 -1.00
C -0.22 -0.40 -4.03
As 0.88 -0.79 -2.49
C 2.59 -0.05 -3.09
C 1.22 -2.74 -2.75
C 2.08 -3.09 -3.92
C 1.53 -3.27 -5.19
C 2.34 -3.58 -6.27
C 3.71 -3.71 -6.11
C 4.27 -3.54 -4.85
C 3.46 -3.23 -3.77
H 0.29 -0.65 -4.96
H -0.48 0.66 -4.01
H -1.16 -0.94 -3.93
H 2.87 -0.43 -4.07
H 3.38 -0.29 -2.37
H 2.47 1.04 -3.13
H 0.22 -3.17 -2.85
H 1.66 -3.10 -1.82
H 0.46 -3.17 -5.32
H 1.89 -3.71 -7.25
H 4.34 -3.95 -6.96
H 5.34 -3.64 -4.72
H 3.90 -3.09 -2.79
*
```

The value obtained for the LUMO energy (spin up / spin down) is 3.322 / 3.318 eV. Its energy above the lowest of the compared OMol25 structures with the same formula, charge and spin is 0.0 kcal per mole. The calculation puts the largest force on an atom at 1.097 eV/A.

---

The following is a quantum chemistry calculation of a structure of composition C45H40BN10OPS2W at a distorted geometry, from OMol25.

```
! wB97M-V def2-TZVPD RIJCOSX def2/J DEFGRID3
* xyz 2 3
W 0.21 0.28 0.08
C 4.16 -1.48 -0.82
C 5.01 -0.95 0.17
C 4.45 -0.34 1.25
C 3.04 -0.23 1.35
N 2.22 -0.57 0.28
C 2.82 -1.25 -0.73
N 2.57 0.09 2.54
C 1.32 0.07 2.93
N 0.20 0.09 2.12
C -0.91 0.17 2.97
N -2.15 0.36 2.63
C -2.66 0.30 1.41
C -4.07 0.45 1.31
C -4.72 0.10 0.16
C -3.96 -0.41 -0.91
C -2.60 -0.44 -0.79
N -1.90 -0.03 0.30
C -0.48 0.08 4.34
C -1.18 0.02 5.53
C -0.44 -0.06 6.70
C 0.95 -0.08 6.68
C 1.66 -0.03 5.50
C 0.93 0.05 4.32
H 4.56 -2.03 -1.66
H 6.08 -1.07 0.09
H 5.02 0.01 2.09
H 2.16 -1.65 -1.51
H -4.59 0.80 2.19
H -5.80 0.18 0.07
H -4.43 -0.77 -1.80
H -1.99 -0.81 -1.62
H -2.26 0.01 5.54
H -0.96 -0.12 7.65
H 1.49 -0.16 7.62
H 2.73 -0.07 5.48
O -0.27 -2.17 1.02
N -0.06 -1.80 -0.32
C -0.06 -2.82 -1.15
C 0.11 -2.83 -2.56
C 0.16 -4.10 -3.16
C 0.24 -4.25 -4.53
C 0.27 -3.13 -5.34
C 0.28 -1.87 -4.77
C 0.22 -1.69 -3.39
P 0.23 0.04 -2.76
C 1.61 0.70 -3.82
C 2.92 0.65 -3.35
C 3.98 1.04 -4.15
C 3.75 1.49 -5.44
C 2.45 1.56 -5.91
C 1.39 1.16 -5.12
C -1.22 0.69 -3.72
C -2.28 -0.15 -4.07
C -3.35 0.33 -4.80
C -3.37 1.65 -5.23
C -2.31 2.49 -4.91
C -1.26 2.02 -4.14
H -0.26 -3.15 1.11
H -0.22 -3.80 -0.70
H 0.12 -4.98 -2.53
H 0.27 -5.24 -4.96
H 0.29 -3.23 -6.42
H 0.35 -1.00 -5.41
H 3.13 0.31 -2.35
H 4.99 0.98 -3.78
H 4.58 1.79 -6.07
H 2.25 1.91 -6.91
H 0.40 1.21 -5.54
H -2.27 -1.20 -3.79
H -4.17 -0.32 -5.07
H -4.19 2.02 -5.82
H -2.30 3.50 -5.27
H -0.44 2.68 -3.90
C 2.12 3.97 4.00
N 2.60 3.82 2.65
C 3.85 4.14 2.19
C 3.91 3.78 0.89
N 2.68 3.26 0.53
B 2.23 2.74 -0.80
N 1.21 3.67 -1.45
C 1.55 4.86 -2.04
C 0.42 5.49 -2.43
N -0.63 4.67 -2.10
C -2.02 4.96 -2.33
C -0.13 3.57 -1.50
S -1.14 2.27 -1.01
C 1.90 3.29 1.63
S 0.29 2.79 1.68
H 2.47 4.91 4.41
H 2.46 3.14 4.62
H 1.03 3.96 3.98
H 4.58 4.60 2.82
H 4.71 3.88 0.19
H 3.14 2.52 -1.52
H 1.49 1.57 -0.53
H 2.57 5.17 -2.13
H 0.28 6.43 -2.92
H -2.14 5.38 -3.33
H -2.37 5.69 -1.60
H -2.60 4.05 -2.25
*
```

The value obtained for the LUMO energy (spin up / spin down) is -6.151 / -6.357 eV. Its energy above the lowest of the compared OMol25 structures with the same formula, charge and spin is 51.7 kcal per mole. The calculation puts the largest force on an atom at 3.324 eV/A.

---

The following is a quantum chemistry calculation of an isolated molecule of C28H32N2O4S, from OMol25.

```
! wB97M-V def2-TZVPD RIJCOSX def2/J DEFGRID3
* xyz 0 1
C 4.89 2.63 0.77
H 4.98 3.58 1.28
C 4.22 2.79 -0.59
H 4.74 3.58 -1.14
H 4.34 1.87 -1.16
C 2.72 3.14 -0.56
N 1.91 1.94 -0.29
C 1.66 1.35 0.88
O 2.16 1.63 1.95
C 0.58 0.23 0.81
N 1.15 -1.07 0.48
C 0.40 -2.20 0.64
O 0.86 -3.31 0.44
C -1.03 -1.99 1.01
C -1.41 -1.69 2.31
C -2.75 -1.47 2.62
C -3.71 -1.52 1.60
C -3.33 -1.88 0.32
C -2.00 -2.12 0.02
H -1.71 -2.40 -0.98
H -4.09 -1.95 -0.44
O -5.03 -1.23 1.84
C -5.25 -0.59 3.07
C -4.46 -1.29 4.18
H -4.75 -2.35 4.22
O -3.07 -1.19 3.92
H -4.62 -0.83 5.15
H -4.93 0.46 3.01
H -6.32 -0.64 3.26
H -0.69 -1.64 3.11
C 2.52 -1.24 0.02
C 2.59 -1.42 -1.46
C 2.25 -2.53 -2.17
C 2.40 -2.37 -3.57
C 2.85 -1.14 -3.91
S 3.10 -0.15 -2.53
H 3.05 -0.74 -4.88
H 2.18 -3.15 -4.28
H 1.91 -3.44 -1.70
H 2.90 -2.15 0.50
H 3.12 -0.39 0.35
C -0.55 0.62 -0.10
C -1.61 1.37 0.40
C -2.66 1.74 -0.41
C -2.68 1.39 -1.76
C -1.61 0.66 -2.26
C -0.56 0.28 -1.45
H 0.24 -0.32 -1.86
H -1.60 0.38 -3.31
C -3.83 1.78 -2.62
H -4.05 2.84 -2.53
H -3.64 1.56 -3.67
H -4.73 1.24 -2.32
H -3.48 2.31 0.00
H -1.61 1.64 1.45
H 0.20 0.18 1.84
H 1.43 1.57 -1.10
C 2.30 3.61 -1.95
H 2.79 4.55 -2.19
H 2.57 2.88 -2.70
H 1.22 3.78 -1.98
C 2.40 4.22 0.47
H 3.03 5.09 0.31
H 1.36 4.52 0.38
H 2.56 3.85 1.48
H 4.33 1.95 1.41
H 5.90 2.22 0.64
*
```

The value obtained for the LUMO energy is 0.560 eV. Its energy above the lowest of the compared OMol25 structures with the same formula, charge and spin is 3.4 kcal per mole. The calculation puts the largest force on an atom at 0.691 eV/A.

---

The following is a quantum chemistry calculation of a cluster of 2 separate species, C3H8NO2 in total at a distorted geometry, from OMol25.

```
! wB97M-V def2-TZVPD RIJCOSX def2/J DEFGRID3
* xyz 1 1
C 3.06 0.34 -0.05
C -1.63 -1.00 0.14
C -1.24 0.52 0.16
N 0.04 0.47 -0.35
O 3.07 -0.88 0.24
O 1.00 0.68 0.38
H 3.22 0.75 -1.06
H -1.40 -1.40 1.14
H -2.68 -1.04 -0.23
H -0.93 -1.33 -0.54
H -1.27 1.07 1.14
H -1.92 1.02 -0.49
H 2.93 -1.51 -0.45
H 3.27 1.02 0.75
*
```

The value obtained for the LUMO energy is -5.169 eV. Its energy above the lowest of the compared OMol25 structures with the same formula, charge and spin is 133.5 kcal per mole. The calculation puts the largest force on an atom at 3.687 eV/A.

---

The following is a quantum chemistry calculation of the ion C6H11F3O4PS with charge -1 at a distorted geometry, from OMol25.

```
! wB97M-V def2-TZVPD RIJCOSX def2/J DEFGRID3
* xyz -1 1
C -2.94 -0.62 -0.52
C -2.86 1.10 1.26
C 3.11 1.32 -1.20
C -2.11 0.48 0.11
C 1.65 -1.08 0.58
C 1.62 -2.49 0.26
O 0.88 1.37 0.17
O 0.24 0.01 -1.68
O -0.92 -0.21 0.62
O 2.96 2.34 1.18
F 0.87 -3.26 1.05
F 2.81 -3.11 0.37
F 1.22 -2.88 -1.01
P 0.48 -0.10 -0.27
S 2.16 2.40 -0.01
H -2.25 -1.23 -1.09
H -3.33 -1.30 0.26
H -3.79 -0.23 -1.10
H -3.70 1.42 0.71
H -2.26 1.89 1.80
H -3.17 0.44 2.04
H 3.32 0.24 -0.81
H 3.99 1.75 -1.58
H 2.46 1.24 -2.07
H -1.80 1.36 -0.66
H 1.36 -0.85 1.62
*
```

The value obtained for the LUMO energy is 3.073 eV. Its energy above the lowest of the compared OMol25 structures with the same formula, charge and spin is 0.0 kcal per mole. The calculation puts the largest force on an atom at 3.635 eV/A.

---

The following is a quantum chemistry calculation of a structure of composition C14H21Cl2NO4Re at a distorted geometry, from OMol25.

```
! wB97M-V def2-TZVPD RIJCOSX def2/J DEFGRID3
* xyz -2 4
C -0.40 1.29 -1.76
C -1.41 0.31 -1.47
C -0.71 -0.95 -1.19
C -2.87 0.48 -1.71
C 0.69 -0.73 -1.41
C 0.86 0.57 -2.04
C 1.86 0.97 -2.88
C -0.65 2.67 -2.22
C -1.34 -2.30 -1.04
C 1.76 -1.74 -1.30
Re -0.33 0.52 0.30
Cl -2.38 -0.29 1.30
Cl -1.20 2.54 1.04
O 1.43 1.25 0.74
H -3.19 1.45 -1.32
H -3.43 -0.29 -1.18
H -3.11 0.44 -2.78
H -2.35 -2.20 -0.63
H -0.73 -2.88 -0.33
H -1.36 -2.82 -2.00
H 1.64 -2.32 -0.38
H 2.72 -1.22 -1.28
H 1.76 -2.44 -2.15
H 2.69 0.31 -3.07
H 2.35 3.56 -1.13
H 1.81 1.96 -3.33
H -1.60 3.05 -1.83
H -0.65 2.71 -3.32
H 0.18 3.28 -1.83
H 1.38 1.51 1.70
O 1.53 3.45 -0.61
H 1.65 2.62 -0.06
O 0.53 1.27 3.39
C 0.34 0.06 3.32
C 0.26 -0.94 4.47
C 0.27 -2.30 3.80
C 0.34 -2.01 2.31
O 0.51 -2.86 1.44
N 0.23 -0.64 2.14
H 1.10 -0.81 5.16
H -0.67 -0.78 5.03
H 1.12 -2.91 4.11
H -0.65 -2.86 4.00
*
```

The value obtained for the LUMO energy (spin up / spin down) is 5.276 / 5.045 eV. Its energy above the lowest of the compared OMol25 structures with the same formula, charge and spin is 1.5 kcal per mole. The calculation puts the largest force on an atom at 3.765 eV/A.

---

Number 1: M 118.044 Da. Number 2: M 87.078 Da. Number 3: M 1450.870 Da. Number 4: M 1026.644 Da. Number 5: M 492.641 Da. Number 6: M 90.102 Da. Number 7: M 267.185 Da. Number 8: M 524.438 Da.